15
Properties=species:S:1:pos:R:3 method="wB97M-V/def2-TZVPD" e_above_lowest_kj_mol=34.0 orbital_gap_ev=10.646 smiles="CC(C)NC=O" homo_energy_ev=-9.76 fmax_ev_per_a=0.368 spin_multiplicity=1 total_charge=0
C 0.90453 -1.25913 0.42549
C 0.09244 -0.19232 -0.30754
C -1.22248 -0.74683 -0.85050
N -0.16143 0.95202 0.55869
C 0.44788 2.15417 0.39811
O 1.27133 2.41503 -0.45775
H 1.11908 -2.10864 -0.23246
H 0.35164 -1.63919 1.29481
H 1.85388 -0.84194 0.77417
H 0.68691 0.21352 -1.13150
H -1.78319 0.02565 -1.38561
H -1.85394 -1.12919 -0.03754
H -1.03275 -1.57597 -1.54012
H -0.77888 0.83395 1.34940
H 0.10497 2.89887 1.14234

=====

15
Properties=species:S:1:pos:R:3 method="wB97M-V/def2-TZVPD" e_above_lowest_kj_mol=273.6 orbital_gap_ev=10.366 smiles="C=CN=C.CO" homo_energy_ev=-9.52 fmax_ev_per_a=0.607 spin_multiplicity=1 total_charge=0
C 2.16170 0.78909 -0.19221
C 1.87414 -0.37972 0.38175
N 1.74738 -1.61405 -0.29671
C 0.95885 -1.65338 -1.28280
H 2.25987 0.86004 -1.26499
H 2.21408 1.69130 0.39998
H 1.74721 -0.44304 1.45576
H 0.75702 -2.61088 -1.75638
H 0.44227 -0.78481 -1.69817
C -2.69744 0.78410 0.82803
O -1.71478 0.25882 -0.04210
H -2.67614 1.87536 0.82821
H -3.65911 0.42146 0.47596
H -2.58634 0.40175 1.84714
H -0.82871 0.40396 0.31652

=====

15
Properties=species:S:1:pos:R:3 method="wB97M-V/def2-TZVPD" e_above_lowest_kj_mol=600.8 orbital_gap_ev="8.191 / 8.006" homo_energy_ev="-8.10 / -8.05" fmax_ev_per_a=0.352 spin_multiplicity=1 total_charge=0
C -1.05414 -1.01744 0.24471
C 0.07565 -0.22500 0.18108
C 1.20829 -0.50369 -0.78286
O 2.32240 0.31960 -0.58416
C -0.28914 1.18608 0.58783
N 0.46460 0.51316 1.47970
H -1.68620 0.59916 -1.52788
H -1.24489 -1.75602 -0.53142
H -1.83754 -0.84601 0.97352
H 1.46893 -1.57121 -0.70202
H 0.82957 -0.32624 -1.79641
H 2.33436 0.54197 0.35850
H -1.29288 1.54161 0.84801
H -1.27673 1.22418 -1.55494
H 0.05286 0.24537 2.38241

=====

15
Properties=species:S:1:pos:R:3 method="wB97M-V/def2-TZVPD" e_above_lowest_kj_mol=294.1 orbital_gap_ev=9.283 smiles="C=CC(=C)N.O" homo_energy_ev=-8.29 fmax_ev_per_a=6.210 spin_multiplicity=1 total_charge=0
C -1.72706 -1.26980 -0.44316
C -0.83941 -1.34006 0.55036
C 0.27509 -0.44916 0.68323
C 0.17265 0.89005 0.77967
N 1.45319 -1.17947 0.52130
H -2.32563 -2.11305 -0.45027
H -1.81241 -0.71310 -1.34649
H -1.05193 -2.15788 1.32188
H -0.91784 1.27725 0.93369
H 0.97814 1.60507 0.80394
H 2.32459 -0.69051 0.34189
H 1.43084 -1.98349 -0.14814
O 0.82301 2.40772 -1.31426
H 1.00730 3.32935 -1.55347
H 0.20948 2.38707 -0.68019

=====

15
Properties=species:S:1:pos:R:3 method="wB97M-V/def2-TZVPD" e_above_lowest_kj_mol=435.8 orbital_gap_ev=9.697 homo_energy_ev=-8.73 fmax_ev_per_a=1.664 spin_multiplicity=1 total_charge=0
C 1.38616 0.64886 1.32048
C 0.85285 0.27368 -0.06953
O 1.17308 -1.07948 -0.35765
C -0.64905 0.57649 -0.16176
C -1.40710 -0.50311 -1.23481
N -1.39352 -0.62319 0.17389
H 2.44900 0.39028 1.38317
H 1.27000 1.71795 1.52546
H 0.86025 0.09409 2.10711
H 1.36924 0.87778 -0.82056
H 0.50271 -1.59968 0.11587
H -1.04199 0.89129 -1.23847
H -0.72206 -1.08875 -1.82637
H -2.38214 -0.27716 -1.67974
H -2.29920 -0.41957 0.57127

=====

15
Properties=species:S:1:pos:R:3 method="wB97M-V/def2-TZVPD" e_above_lowest_kj_mol=180.2 orbital_gap_ev=10.801 smiles=C[C@@H](O)[C@H]1CN1 homo_energy_ev=-9.78 fmax_ev_per_a=0.309 spin_multiplicity=1 total_charge=0
C 0.29982 1.90872 -0.43010
C 0.30118 0.41179 -0.72640
O 1.60338 -0.12500 -0.71155
C -0.59365 -0.33688 0.26059
C -0.71976 -1.80657 0.22073
N 0.13195 -1.16503 1.22362
H 0.99454 2.42181 -1.10071
H -0.70256 2.32951 -0.57877
H 0.60741 2.10457 0.60370
H -0.09432 0.25504 -1.73925
H 1.70824 -0.53262 0.16721
H -1.44902 0.22650 0.63194
H -0.18382 -2.36426 -0.54333
H -1.65826 -2.25050 0.54774
H -0.30378 -1.15965 2.13947

=====

15
Properties=species:S:1:pos:R:3 method="wB97M-V/def2-TZVPD" e_above_lowest_kj_mol=163.8 orbital_gap_ev=9.886 smiles="CN[C@H](C)C=O" homo_energy_ev=-8.95 fmax_ev_per_a=2.062 spin_multiplicity=1 total_charge=0
C 1.77941 -0.88673 -0.18168
N 0.99302 0.28795 0.12277
C -0.39430 0.21214 -0.31735
C -1.13112 1.51064 -0.05320
C -1.17159 -0.94458 0.33138
O -2.08539 -1.55297 -0.19937
H 2.83931 -0.70045 0.06399
H 1.66351 -1.12482 -1.29039
H 1.52903 -1.78107 0.44054
H 1.05204 0.56851 1.07337
H -0.40285 -0.00282 -1.37927
H -0.94486 1.91000 1.00649
H -0.72600 2.34533 -0.73703
H -2.23371 1.39461 -0.23464
H -0.76649 -1.23575 1.35439

=====

15
Properties=species:S:1:pos:R:3 method="wB97M-V/def2-TZVPD" e_above_lowest_kj_mol=321.8 orbital_gap_ev=8.780 homo_energy_ev=-8.38 fmax_ev_per_a=0.884 spin_multiplicity=1 total_charge=0
C -1.32960 1.10481 -0.21357
N -0.75120 -0.00463 -0.07659
C -1.35465 -1.22459 0.37831
C 1.02499 0.09566 -0.79470
O 1.16496 -0.82420 -1.58903
C 1.86546 0.24544 0.47004
H -2.17450 1.43673 0.37914
H 0.72095 1.14384 -1.07276
H -0.98352 1.75261 -1.02173
H -1.57108 -1.77027 -0.55140
H -2.29036 -1.03841 0.91080
H -0.67391 -1.84915 0.96132
H 2.08248 -0.69695 0.97783
H 1.46807 0.98425 1.17748
H 2.80192 0.64485 0.06484